The following is a quantum chemistry calculation of C6H8S in the gas phase, from OMol25.

Structure (XYZ):
```
15
Properties=species:S:1:pos:R:3:forces:R:3
C 0.00091 1.57243 0.06253 0.156 -0.397 0.746
C -1.23438 0.63830 0.12436 -0.655 0.705 -0.264
C -1.26898 -0.69294 -0.10714 1.228 0.355 0.256
C 0.00054 -1.58379 -0.05583 0.844 0.466 -0.444
C 1.05224 -0.58556 0.44534 -0.147 -0.456 -0.793
C 1.06460 0.61902 -0.41497 -0.061 -0.258 -0.169
H 0.18754 1.95973 1.05779 0.218 0.141 0.312
H -0.15937 2.45019 -0.58040 -0.186 -0.426 0.001
H -2.15172 1.22126 0.35035 0.269 -0.703 -0.754
H -2.16589 -1.18999 -0.42277 -0.642 -0.109 0.646
H -0.05693 -2.48485 0.58199 -0.465 0.552 -0.101
H 0.25565 -1.95219 -1.05485 -0.015 0.051 -0.018
H 0.87430 -0.36260 1.48189 -0.030 0.216 0.347
H 0.87130 0.40633 -1.46692 0.111 -0.234 0.144
S 2.73018 -0.01536 -0.00138 -0.624 0.098 0.093
```
Forces are in eV/Å.

Output
HOMO energy   -0.32081 Eh
SMILES string   C1=CC[C@H]2S[C@@H]2C1
Max |F|   0.0253 hartree/bohr
Energy above the lowest of the compared OMol25 structures with the same formula, charge and spin   1.817 eV
Frontier orbital gap   9.8 eV

Results of the Mulliken charge analysis, in e, for atoms 1 through 2: number 1, C, carries -0.702; number 2, C, carries -0.251

---

The following is a quantum chemistry calculation of a molecular structure, C6H8S2, from OMol25.

Structure (XYZ):
```
16
Properties=species:S:1:pos:R:3:forces:R:3
C 1.05775 -1.06711 0.67992 -2.476 0.477 -1.329
C 0.00763 0.08902 0.47862 3.060 -1.383 -0.689
C -0.06229 1.24845 1.46852 0.522 1.287 0.649
C -0.83733 1.95126 0.21048 0.322 1.228 1.660
C -2.02878 0.96523 0.08763 -1.751 3.709 -0.566
C -1.45151 -0.18063 0.22833 -0.637 -3.870 0.738
H 2.04414 -3.02104 -0.28108 -2.345 0.842 -1.016
H 0.59199 -1.44938 1.55670 0.765 -1.131 1.173
H 2.11015 -0.72547 0.74584 -0.921 -0.246 0.009
H 0.97428 1.71956 1.71527 -1.832 -0.764 -0.616
H -0.62976 1.06223 2.45796 0.554 0.295 -1.695
H -1.04386 3.06033 0.30202 0.341 -1.331 -0.590
H -3.10994 1.36169 -0.03778 2.065 -1.208 0.196
H -1.92418 -1.18700 0.34841 0.550 0.969 -0.380
S 0.77882 -2.37636 -0.70660 3.095 0.108 2.128
S 0.52583 1.19772 -0.90142 -1.312 1.018 0.328
```
Forces are in eV/Å.

Output
HOMO energy   -0.31233 Eh
Max |F|   0.0805 hartree/bohr
Energy above the lowest of the compared OMol25 structures with the same formula, charge and spin   3.246 eV
Frontier orbital gap   9.2 eV

Results of the Mulliken charge analysis, in e, for atoms 1 through 2: number 1, C, carries -0.749; number 2, C, carries 0.479

---

The following is a quantum chemistry calculation of C6H8S2 in the gas phase, from OMol25.

Structure (XYZ):
```
16
Properties=species:S:1:pos:R:3:forces:R:3
C 1.41125 -0.51446 0.57284 1.620 -0.384 -1.021
C -0.12618 -0.60339 0.60851 1.252 1.563 0.760
C -0.67705 -1.66834 -0.22319 0.620 -2.729 -2.229
C -1.05754 -0.29004 -0.67554 -4.146 -4.003 3.138
C -0.43801 0.80751 -1.09813 3.645 4.738 -0.194
C -0.44190 1.81711 0.23297 -1.396 0.420 -0.184
H 1.80408 -0.57380 -0.54144 -0.809 -0.471 2.088
H 1.81374 -1.47198 1.20886 -0.679 2.689 -1.496
H 1.85820 0.52742 0.84927 -0.898 -2.127 0.283
H 0.13724 -2.15713 -0.97142 -1.809 0.831 2.297
H -1.42336 -2.40246 0.20782 0.608 1.150 -1.015
H -2.04779 0.01910 -0.21315 1.094 -0.648 -0.402
H 0.62729 2.12328 0.33158 -1.240 0.451 -0.174
H -1.28723 2.62482 0.24114 2.071 -1.083 -0.236
S 0.64907 1.05311 -2.29174 -0.457 0.121 0.081
S -0.80181 0.70924 1.76162 0.525 -0.518 -1.696
```
Forces are in eV/Å.

Output
HOMO energy   -0.31171 Eh
SMILES string   C[C@]12C[C@@H]1C(=S)CS2
Max |F|   0.1276 hartree/bohr
Energy above the lowest of the compared OMol25 structures with the same formula, charge and spin   4.942 eV
Frontier orbital gap   8.4 eV

Results of the Mulliken charge analysis, in e, for atoms 1 through 2: number 1, C, carries -1.039; number 2, C, carries 0.394

---

The following is a quantum chemistry calculation of C6H8S2 in the gas phase, from OMol25.

Structure (XYZ):
```
16
Properties=species:S:1:pos:R:3:forces:R:3
C -0.40615 0.57987 1.29348 -1.260 2.743 -0.382
C -0.49717 -0.83666 1.15085 0.739 -1.960 -1.530
C 0.49842 -1.21199 0.02679 0.911 0.279 -0.221
C 0.10915 -0.62655 -1.33522 -0.361 1.421 0.271
C 0.13728 0.93817 -1.19192 -0.911 -2.624 -2.153
C 0.23339 1.45012 0.17183 0.826 -3.128 1.455
H -0.25992 -1.31965 2.14393 -0.805 0.152 -1.276
H -1.55271 -0.95330 0.72443 1.190 -0.619 0.973
H 0.64440 -2.23459 -0.08600 -0.298 -2.186 -0.031
H 1.54964 -0.92347 0.28088 -0.790 0.369 -0.003
H -0.95861 -0.94516 -1.65647 1.830 0.457 0.427
H 0.83897 -0.75434 -2.17558 -0.736 -0.714 0.850
H 1.22096 1.51562 0.61485 0.745 0.358 -0.634
H -0.20966 2.34163 0.14136 -1.457 3.849 0.550
S -1.19934 1.27660 2.49908 0.060 0.860 0.757
S -0.14864 1.70370 -2.60230 0.317 0.744 0.948
```
Forces are in eV/Å.

Output
HOMO energy   -0.31734 Eh
SMILES string   S=C1CCCC(=S)C1
Max |F|   0.0807 hartree/bohr
Energy above the lowest of the compared OMol25 structures with the same formula, charge and spin   1.928 eV
Frontier orbital gap   8.2 eV

Results of the Mulliken charge analysis, in e, for atoms 1 through 2: number 1, C, carries 0.137; number 2, C, carries -0.315

---

The following is a quantum chemistry calculation of a molecular structure, C6H8S2, from OMol25.

Structure (XYZ):
```
16
Properties=species:S:1:pos:R:3:forces:R:3
C -0.74024 -1.80260 -1.07559 -2.302 -1.087 0.728
C -0.60785 -0.47292 -0.29759 -1.367 -3.308 -4.113
C -1.40514 0.14205 0.77780 -4.033 -0.150 1.786
C -0.18581 0.99401 1.01110 1.027 0.283 3.194
C -0.04313 2.02535 -0.08028 0.808 1.108 0.518
C 0.49946 -0.28697 0.56652 3.027 0.922 1.370
H 0.19332 -2.09347 -1.54539 0.004 0.189 -0.137
H -1.08927 -2.66555 -0.45097 0.962 0.772 0.394
H -1.62168 -1.90571 -1.76353 1.036 1.053 -0.095
H -2.49156 0.60959 0.67247 2.351 -0.918 -0.267
H -1.40480 -0.59198 1.61193 -0.565 0.452 -0.184
H -0.08552 1.17723 2.11250 0.467 0.822 -1.139
H -0.82424 2.77972 0.12455 0.340 -0.157 -0.670
H 0.99609 2.58066 -0.13660 -2.021 -1.484 -0.026
S -0.46263 0.87230 -1.47258 0.615 1.497 -1.120
S 1.78913 -1.09005 1.09528 -0.348 0.007 -0.240
```
Forces are in eV/Å.

Output
HOMO energy   -0.31285 Eh
Max |F|   0.1060 hartree/bohr
Energy above the lowest of the compared OMol25 structures with the same formula, charge and spin   2.338 eV
Frontier orbital gap   8.4 eV

Results of the Mulliken charge analysis, in e, for atoms 1 through 2: number 1, C, carries -1.460; number 2, C, carries 0.969

---

The following is a quantum chemistry calculation of C6H8S2 in the gas phase, from OMol25.

Structure (XYZ):
```
16
Properties=species:S:1:pos:R:3:forces:R:3
C 0.23436 -1.36593 -0.25786 1.470 -0.691 2.307
C -0.86771 -0.91164 0.85954 2.076 1.071 -1.092
C -0.59940 0.55041 1.20639 1.329 1.270 -2.628
C -0.09214 1.00010 -0.34194 -1.502 -1.060 3.636
C 0.44353 2.16718 -0.64518 0.036 1.167 0.608
C -0.33743 -0.30679 -1.13216 0.413 1.570 0.229
H 2.33124 -2.27917 0.11193 0.287 1.264 -0.270
H -0.02368 -2.48750 -0.27100 0.906 1.813 -1.270
H -1.06229 -1.46520 1.73070 -0.541 -1.428 0.597
H 0.28734 0.85303 1.87342 -1.563 -1.004 -0.591
H -1.57387 1.00724 1.48698 0.956 0.161 -0.098
H 0.59387 2.23858 -1.72758 0.634 0.891 0.413
H 0.64969 3.05265 0.16382 -0.658 -2.397 -2.414
H -0.16558 -0.18520 -2.14953 0.669 -0.294 -1.854
S 2.05787 -0.95418 -0.22589 -0.262 -2.364 1.166
S -1.87579 -0.91359 -0.68163 -4.248 0.030 1.260
```
Forces are in eV/Å.

Output
HOMO energy   -0.31381 Eh
Max |F|   0.0862 hartree/bohr
Energy above the lowest of the compared OMol25 structures with the same formula, charge and spin   3.365 eV
Frontier orbital gap   9.3 eV

Results of the Mulliken charge analysis, in e, for atoms 1 through 2: number 1, C, carries -0.564; number 2, C, carries -0.298

---

> HOMO energy of number 6 (C6H8S2)?

-0.31381 Eh

---

> Among the records above, which one has the highest HOMO energy?

number 3